ORCA calculation (ωB97M-V/def2-TZVPD) on a molecular structure, C51H42N3O4Sc.

```
101
Properties=species:S:1:pos:R:3
Sc 0.1687 -0.3222 -0.4719
O -1.2244 -1.5112 0.1235
C -1.6725 -2.1505 1.2584
C -0.4417 -2.7130 2.0013
C 0.4575 -1.6631 2.6024
C 0.8052 -1.7393 3.9462
C 1.5544 -0.7279 4.5110
C 1.9101 0.3537 3.7284
C 1.5411 0.3768 2.3922
C 1.8433 1.5900 1.5569
C 0.5735 2.2923 1.0192
O -0.2416 1.3324 0.4411
C 0.9340 3.3364 -0.0426
C 2.1978 3.8956 -0.1830
C 2.4463 4.8710 -1.1467
C 1.4260 5.3028 -1.9756
C 0.1584 4.7427 -1.8459
C -0.0807 3.7702 -0.8914
C -0.1372 2.9437 2.2088
C -0.9433 2.1462 3.0172
C -1.5280 2.6642 4.1635
C -1.3220 3.9904 4.5216
C -0.5290 4.7943 3.7160
C 0.0596 4.2729 2.5703
N 0.8682 -0.6458 1.8305
C -2.5472 -3.3496 0.8358
C -2.6951 -3.6395 -0.5156
C -3.4615 -4.7259 -0.9237
C -4.0876 -5.5358 0.0108
C -3.9462 -5.2488 1.3627
C -3.1839 -4.1639 1.7676
C -2.5091 -1.2079 2.1180
C -2.6179 -1.3518 3.4970
C -3.4432 -0.5136 4.2392
C -4.1753 0.4781 3.6052
C -4.0640 0.6344 2.2287
C -3.2385 -0.2012 1.4949
H -0.7326 -3.4100 2.7903
H 0.0992 -3.3035 1.2556
H 0.4639 -2.5803 4.5343
H 1.8281 -0.7628 5.5578
H 2.4453 1.1973 4.1423
H 2.4183 2.2861 2.1727
H 2.4712 1.3188 0.7095
H 3.0111 3.5751 0.4521
H 3.4414 5.2851 -1.2434
H 1.6127 6.0637 -2.7217
H -0.6451 5.0656 -2.4958
H -1.0603 3.3180 -0.7979
H -1.1337 1.1162 2.7389
H -2.1570 2.0273 4.7721
H -1.7778 4.3924 5.4170
H -0.3722 5.8346 3.9711
H 0.6685 4.9236 1.9543
H -2.2096 -2.9954 -1.2349
H -3.5706 -4.9341 -1.9811
H -4.6879 -6.3779 -0.3082
H -4.4368 -5.8656 2.1049
H -3.1037 -3.9416 2.8258
H -2.0474 -2.1144 4.0118
H -3.5076 -0.6362 5.3130
H -4.8193 1.1326 4.1781
H -4.6117 1.4214 1.7269
H -3.1323 -0.0667 0.4269
C 1.8199 -4.5962 -1.9967
C 1.3141 -4.7565 -3.2753
C 0.5375 -3.7483 -3.8172
C 0.2827 -2.6120 -3.0581
N 0.7575 -2.4627 -1.8180
C 1.5160 -3.4311 -1.3135
C -0.5754 -1.5105 -3.5953
C -0.6339 -1.2216 -4.9509
C -1.4520 -0.1851 -5.3695
C -2.1888 0.5147 -4.4296
C -2.0549 0.1584 -3.0979
N -1.2647 -0.8266 -2.6864
H 2.4301 -5.3547 -1.5281
H 1.5143 -5.6567 -3.8412
H 0.1067 -3.8469 -4.8027
H 1.9025 -3.2556 -0.3161
H -0.0321 -1.7742 -5.6578
H -1.5051 0.0764 -6.4183
H -2.8404 1.3303 -4.7090
H -2.5905 0.6955 -2.3232
C 4.7245 -0.6468 -0.6817
C 3.3599 -0.1538 -1.0925
O 2.3893 -0.6658 -0.5069
C 3.2187 0.8667 -2.1057
C 4.3768 1.4812 -2.6406
C 4.3024 2.4353 -3.6171
C 3.0290 2.7877 -4.1118
C 1.8875 2.2086 -3.6361
C 1.9328 1.2358 -2.5988
O 0.8347 0.7222 -2.1784
H 4.5955 -1.4541 0.0337
H 5.2901 0.1599 -0.2112
H 5.3037 -0.9899 -1.5386
H 5.3467 1.1918 -2.2592
H 5.1940 2.9069 -4.0034
H 2.9531 3.5434 -4.8855
H 0.9095 2.4877 -4.0054
```

LUMO energy, eV: 0.1
Charge: 0
Energy, eV: -86936.7483
Energy relative to the best compared isomer or geometry (same formula, charge and spin), kcal per mole: 14.40
2S+1: 1
HOMO energy, eV: -7.700

Results of the Mulliken charge analysis, in e, for atoms 1 through 5: number 1, Sc, carries -0.047; number 2, O, carries 0.534; number 3, C, carries 2.047; number 4, C, carries -1.970; number 5, C, carries 0.151